Below is C20H19NO5S2 in the gas phase in a non-equilibrium geometry, with properties calculated with the ωB97M-V functional and the def2-TZVPD basis.

Properties
Structure (SMILES): CCOC(=O)[C@H](C(=O)c1ccc([N+](=O)[O-])cc1)C1(c2ccccc2)SCCS1
Total charge: 0
Energy: -2000.6919 Ha
Multiplicity: 1
HOMO-LUMO gap: 0.2947 hartree
Molecular weight: 417.5 g/mol

```
47
Properties=species:S:1:pos:R:3:mulliken_charge:R:1
C 4.16 -1.92 2.73 -1.261
C 2.69 -1.66 2.51 -0.173
O 2.48 -1.11 1.20 -0.140
C 1.16 -0.81 1.06 0.057
O 0.37 -1.36 1.82 -0.571
C 0.98 0.32 -0.02 -0.411
C -0.14 1.29 0.30 0.129
O -0.15 2.40 -0.23 -0.621
C -1.25 0.94 1.22 0.149
C -1.10 1.23 2.59 0.050
C -2.17 1.11 3.46 -0.713
C -3.40 0.63 2.98 -0.106
N -4.47 0.36 3.87 0.929
O -5.57 -0.04 3.44 -0.591
O -4.33 0.52 5.11 -0.590
C -3.56 0.35 1.61 -0.570
C -2.50 0.49 0.74 -0.073
C 0.98 0.14 -1.57 1.449
C -0.28 0.12 -2.42 -0.372
C -0.94 -1.09 -2.58 -0.317
C -2.24 -1.09 -3.08 -0.821
C -2.89 0.10 -3.43 -0.507
C -2.18 1.29 -3.37 -0.870
C -0.87 1.29 -2.89 0.113
S 1.85 1.69 -1.98 -0.097
C 3.13 0.91 -2.98 -0.554
C 3.33 -0.59 -2.68 -0.613
S 1.95 -1.31 -1.75 -0.150
H 4.25 -2.46 3.67 0.386
H 4.62 -2.50 1.90 0.303
H 4.72 -0.97 2.81 0.309
H 2.11 -2.59 2.59 0.306
H 2.33 -0.89 3.22 0.274
H 1.94 0.99 0.01 0.588
H -0.12 1.56 2.96 0.451
H -2.09 1.35 4.52 0.455
H -4.54 0.00 1.30 0.521
H -2.61 0.24 -0.31 0.194
H -0.45 -2.01 -2.24 0.376
H -2.76 -2.03 -3.22 0.384
H -3.92 0.10 -3.79 0.405
H -2.64 2.22 -3.70 0.390
H -0.33 2.23 -2.80 0.452
H 2.76 1.08 -4.00 0.313
H 4.05 1.49 -2.86 0.421
H 3.37 -1.21 -3.58 0.352
H 4.27 -0.79 -2.14 0.368
```